Arrangement P

Molecular formula: C4H6F2
Method: DFT, ωB97M-V with the def2-TZVPD basis set

The geometry in XYZ format:
```
12
Properties=species:S:1:pos:R:3:lowdin_charge:R:1
F 2.175 0.135 -0.670 0.113
C 1.086 0.015 0.086 -0.583
F 1.431 -0.196 1.351 0.102
C -0.037 1.073 0.041 -0.083
C -1.103 -0.060 0.130 -0.133
C 0.045 -1.065 -0.332 -0.040
H -0.174 1.910 0.714 0.107
H -0.028 1.529 -0.936 0.109
H -1.521 -0.163 1.114 0.091
H -2.005 0.079 -0.512 0.107
H 0.064 -1.950 0.354 0.124
H 0.067 -1.306 -1.340 0.085
```

Values from the calculation:
HOMO-LUMO gap in eV: 12.12
Structure (SMILES): FC1(F)CCC1

Arrangement Q

Molecular formula: C4H6F2
Method: DFT, ωB97M-V with the def2-TZVPD basis set

The geometry in XYZ format:
```
12
Properties=species:S:1:pos:R:3:lowdin_charge:R:1
C -1.912 -0.436 0.007 -0.082
C -0.448 -0.414 -0.154 -0.117
C 0.401 0.519 -0.040 -0.361
F 0.128 1.794 -0.059 0.106
C 1.880 0.423 0.005 -0.132
F 2.335 -0.881 -0.040 -0.028
H -2.171 -1.245 0.761 0.094
H -2.275 0.523 0.378 0.071
H -2.455 -0.763 -0.946 0.098
H 0.039 -1.341 -0.089 0.102
H 2.082 0.825 0.949 0.112
H 2.397 0.995 -0.772 0.139
```

Values from the calculation:
HOMO-LUMO gap in eV: 10.61
Structure (SMILES): C/C=C(\F)CF

Of them, arrangement Q has the lowest stability.

Arrangement P

Molecular formula: CH4NO2
Method: DFT, ωB97M-V with the def2-TZVPD basis set

The geometry in XYZ format:
```
8
Properties=species:S:1:pos:R:3:lowdin_charge:R:1
C -0.407 -0.369 0.001 -0.123
N 0.885 0.257 0.104 0.217
O -2.534 -0.115 -0.072 0.041
O -1.379 0.385 0.009 0.013
H -0.227 -1.477 0.023 0.199
H 1.080 0.897 0.903 0.204
H 1.018 0.914 -0.802 0.254
H 1.564 -0.492 -0.166 0.196
```

Values from the calculation:
Total charge: +1
HOMO-LUMO gap (spin up / spin down) in eV: 9.68 / 9.02

Arrangement Q

Molecular formula: CH4NO2
Method: DFT, ωB97M-V with the def2-TZVPD basis set

The geometry in XYZ format:
```
8
Properties=species:S:1:pos:R:3:lowdin_charge:R:1
C -0.929 0.222 0.043 0.010
N 0.311 -0.363 -0.094 0.048
O 2.415 -0.168 0.044 0.172
O 1.339 0.389 -0.001 0.078
H -0.880 1.248 0.675 0.195
H -1.153 0.694 -0.890 0.113
H -1.559 -0.590 0.361 0.124
H 0.456 -1.432 -0.137 0.260
```

Values from the calculation:
Total charge: +1
HOMO-LUMO gap (spin up / spin down) in eV: 8.76 / 8.76

Of them, arrangement Q has the lowest stability.

Arrangement P

Molecular formula: H13O6S
Method: DFT, ωB97M-V with the def2-TZVPD basis set

The geometry in XYZ format:
```
20
Properties=species:S:1:pos:R:3:lowdin_charge:R:1
S -1.743 -1.250 -4.875 -0.398
H -1.674 -1.804 -2.896 -0.054
H -0.919 -0.299 -2.955 -0.197
H -0.057 0.946 -3.342 0.036
O -0.398 0.451 -2.585 -0.178
H 0.510 -1.144 2.936 -0.010
H 0.337 -1.835 1.583 -0.035
O 0.607 -2.008 2.490 -0.099
H -1.675 2.248 -0.140 0.055
H -0.822 1.506 -1.207 0.012
O -0.779 2.050 -0.398 -0.052
H 0.882 1.013 2.648 0.012
H 1.143 0.927 4.239 0.026
O 0.526 0.680 3.549 -0.118
H -0.295 -1.644 -1.087 0.006
H 0.585 -2.612 -0.242 0.050
O 0.124 -1.771 -0.223 -0.063
H 0.493 1.814 0.610 0.016
H 1.888 1.105 0.686 0.065
O 1.266 1.626 1.210 -0.074
```

Values from the calculation:
Total charge: -1
HOMO-LUMO gap in eV: 7.20

Arrangement Q

Molecular formula: H13O6S
Method: DFT, ωB97M-V with the def2-TZVPD basis set

The geometry in XYZ format:
```
20
Properties=species:S:1:pos:R:3:lowdin_charge:R:1
S -0.735 -0.666 -0.658 0.110
H -1.434 -0.906 -1.773 -0.353
H -2.928 -1.489 0.245 -0.063
H -3.300 -1.122 1.758 -0.001
O -3.554 -1.623 0.999 -0.128
H 1.835 -3.416 2.127 -0.026
H 1.035 -2.631 1.339 0.013
O 0.959 -3.133 2.178 -0.050
H -2.529 1.251 -0.415 -0.035
H -3.768 2.305 -0.843 0.048
O -2.819 2.203 -0.525 -0.151
H 2.497 4.140 -1.922 -0.002
H 1.587 3.615 -1.024 0.035
O 1.807 4.534 -1.403 -0.105
H 2.663 -3.065 0.100 -0.001
H 3.561 -1.960 -0.253 0.087
O 3.612 -2.922 0.066 -0.089
H 0.409 1.828 0.721 0.006
H 0.287 1.188 -0.587 -0.152
O 0.815 1.870 -0.131 -0.142
```

Values from the calculation:
Total charge: -1
HOMO-LUMO gap in eV: 7.65

Of them, arrangement P has the lowest stability.

Arrangement P

Molecular formula: CH2BrNO4
Method: DFT, ωB97M-V with the def2-TZVPD basis set

The geometry in XYZ format:
```
9
Properties=species:S:1:pos:R:3:lowdin_charge:R:1
O -1.419 1.207 -0.039 0.051
C -1.958 0.164 0.093 -0.994
O -1.471 -1.033 0.193 0.019
Br -3.892 0.020 0.174 0.722
H -0.482 -1.073 0.128 0.083
O 1.299 -0.978 -0.080 0.025
N 1.680 0.156 -0.115 -0.073
O 3.028 0.291 -0.167 0.046
H 3.215 1.245 -0.187 0.120
```

Values from the calculation:
HOMO-LUMO gap in eV: 9.72
Structure (SMILES): O=C(O)Br.O=NO

Arrangement Q

Molecular formula: CH2BrNO4
Method: DFT, ωB97M-V with the def2-TZVPD basis set

The geometry in XYZ format:
```
9
Properties=species:S:1:pos:R:3:lowdin_charge:R:1
O 0.832 -1.528 2.400 0.129
C 0.043 -0.683 2.457 -0.831
Br -0.519 0.081 4.340 0.547
O -0.600 0.150 1.738 -0.061
N -0.817 0.035 0.258 -0.154
O -0.713 -1.252 -0.122 0.084
O 0.133 0.894 -0.321 0.023
H 0.198 -1.422 -0.256 0.096
H -0.461 1.719 -0.429 0.168
```

Values from the calculation:
HOMO-LUMO gap in eV: 10.43
Structure (SMILES): O=C(Br)ON(O)O

Of them, arrangement Q has the lowest stability.

Arrangement P

Molecular formula: C2H7IN3
Method: DFT, ωB97M-V with the def2-TZVPD basis set

The geometry in XYZ format:
```
13
Properties=species:S:1:pos:R:3:lowdin_charge:R:1
C -1.081 -1.608 -0.569 -0.056
N 0.271 -1.348 -0.031 0.115
C 0.576 -0.183 0.228 -0.408
N 1.553 0.599 0.966 0.053
N -0.224 1.085 -0.055 -0.322
I 0.589 2.638 -1.311 1.004
H -1.622 -2.384 0.077 0.127
H -0.934 -2.114 -1.510 0.087
H -1.696 -0.686 -0.703 0.069
H 2.080 1.281 0.455 0.009
H 1.828 0.419 1.936 0.127
H -1.192 0.814 -0.384 0.089
H -0.147 1.487 0.901 0.107
```

Values from the calculation:
Total charge: +1
HOMO-LUMO gap in eV: 8.25
Structure (SMILES): C/N=C(/N)[NH2+]I

Arrangement Q

Molecular formula: C2H7IN3
Method: DFT, ωB97M-V with the def2-TZVPD basis set

The geometry in XYZ format:
```
13
Properties=species:S:1:pos:R:3:lowdin_charge:R:1
C -0.175 -0.512 -0.580 -0.400
C -1.137 0.524 -0.264 0.000
N 0.941 -0.449 0.012 0.084
N -0.681 -1.507 -1.347 0.190
N 1.736 0.137 0.788 -0.023
I 1.062 1.958 2.561 0.813
H -1.612 0.927 -1.149 0.109
H -0.483 1.335 0.125 0.034
H -1.780 0.130 0.524 0.122
H -1.421 -1.454 -2.031 0.136
H 0.041 -2.169 -1.628 0.132
H 1.078 0.403 2.684 -0.274
H 2.430 0.678 0.306 0.077
```

Values from the calculation:
Total charge: +1
HOMO-LUMO gap (spin up / spin down) in eV: 7.78 / 7.78

Of them, arrangement Q has the lowest stability.

Arrangement P

Molecular formula: C11H23N5O3
Method: DFT, ωB97M-V with the def2-TZVPD basis set

The geometry in XYZ format:
```
42
Properties=species:S:1:pos:R:3:lowdin_charge:R:1
C 0.405 -0.583 -1.721 -0.344
C 0.557 0.661 -0.870 -0.460
C 0.662 -1.934 -1.006 -0.130
C 2.135 -2.200 -0.759 -0.189
C 2.883 -1.292 0.244 -0.173
C 1.971 0.223 1.964 -0.503
C -1.854 0.725 0.246 -0.186
C -1.940 -0.578 0.950 -0.619
C -2.854 0.873 -0.969 -0.348
C -2.371 1.803 -2.116 -0.060
C -4.164 1.360 -0.385 -0.076
H 2.139 -0.084 -2.463 0.112
H 0.900 0.309 -3.472 0.088
H -0.644 -0.678 -1.942 0.128
H -0.033 -2.040 -0.158 0.104
H 0.454 -2.730 -1.837 0.157
H 2.700 -2.207 -1.691 0.112
H 2.253 -3.160 -0.306 0.099
H 3.283 -0.465 -0.302 0.094
H 3.761 -1.874 0.588 0.119
H 0.985 -1.244 1.350 0.138
H 1.001 1.216 3.314 0.101
H 3.965 0.518 2.430 0.086
H 3.081 1.867 2.680 0.116
H -0.243 2.016 0.377 0.124
H -2.111 1.477 1.004 0.161
H -2.805 -0.173 -1.291 0.126
H -2.276 2.895 -1.827 0.100
H -1.394 1.585 -2.419 0.022
H -3.037 1.754 -2.999 0.088
H -5.049 1.393 -1.055 0.091
H -3.984 2.366 0.061 0.094
H -4.441 0.711 0.421 0.065
H -0.305 0.147 1.966 0.085
N 1.229 -0.480 -2.898 0.058
N 2.018 -0.988 1.398 0.101
N 0.841 0.695 2.442 0.100
N 3.130 0.979 2.153 0.156
N -0.471 1.172 -0.086 0.116
O 1.587 1.263 -0.896 0.064
O -2.850 -1.405 0.798 0.065
O -0.989 -0.806 1.728 0.018
```

Values from the calculation:
HOMO-LUMO gap in eV: 9.61

Arrangement Q

Molecular formula: C11H23N5O3
Method: DFT, ωB97M-V with the def2-TZVPD basis set

The geometry in XYZ format:
```
42
Properties=species:S:1:pos:R:3:lowdin_charge:R:1
H 0.115 -2.058 -1.306 0.048
N -0.379 -1.877 -0.407 0.111
C -1.600 -2.126 -0.830 -0.553
N -1.773 -2.902 -1.925 0.115
N -2.698 -1.715 -0.029 0.023
C -2.689 -1.378 1.415 -0.235
C -2.461 0.039 1.782 -0.206
C -1.266 0.846 1.175 -0.078
C -1.382 1.146 -0.440 -0.164
N -0.022 1.630 -0.568 0.054
C 0.992 0.822 -1.150 -0.385
O 0.770 -0.066 -1.974 0.046
C 2.375 1.055 -0.632 -0.280
N 2.496 2.034 0.373 0.057
C 3.074 -0.382 -0.183 -0.343
C 2.327 -0.862 1.102 -0.095
C 4.587 -0.380 -0.049 -0.068
C -2.272 2.365 -0.701 -0.434
O -1.885 3.492 -0.712 0.124
O -3.608 2.081 -0.902 0.114
H -1.026 -3.116 -2.606 0.122
H -2.662 -2.756 -2.420 0.101
H -3.539 -2.249 -0.307 0.126
H -2.074 -2.177 2.086 0.159
H -3.724 -1.713 1.748 0.123
H -2.204 0.084 2.873 0.115
H -3.463 0.619 1.750 0.134
H -0.307 0.356 1.271 0.078
H -1.298 1.879 1.551 0.119
H -1.531 0.295 -0.965 0.077
H 0.018 2.601 -0.727 0.109
H 3.142 1.510 -1.453 0.192
H 1.765 1.937 0.981 0.029
H 2.303 2.950 0.082 0.066
H 2.750 -1.158 -0.855 0.101
H 2.342 -0.015 1.765 0.036
H 1.204 -1.019 0.937 0.039
H 2.872 -1.777 1.717 0.132
H 5.000 -0.862 0.814 0.069
H 4.942 -0.760 -0.959 0.050
H 4.800 0.710 -0.190 0.081
H -4.013 2.897 -1.131 0.093
```

Values from the calculation:
HOMO-LUMO gap in eV: 9.14
Structure (SMILES): [H]/N=C(\N)NCCC[C@H](NC(=O)[C@@H](N)C(C)C)C(=O)O

Of them, arrangement Q has the lowest stability.

Arrangement P

Molecular formula: C2H16O5
Method: DFT, ωB97M-V with the def2-TZVPD basis set

The geometry in XYZ format:
```
23
Properties=species:S:1:pos:R:3:lowdin_charge:R:1
C 0.360 0.850 -0.122 -0.179
C -0.530 0.062 -1.048 -0.188
H 0.798 1.778 -0.489 0.061
H -0.243 1.022 0.778 0.054
H 1.250 0.302 0.217 0.066
H -0.127 -0.316 -2.005 0.060
H -1.466 0.519 -1.368 0.057
H -0.871 -0.902 -0.637 0.057
O 0.996 -5.566 -1.113 -0.040
H 1.214 -6.118 -1.859 0.026
H 1.545 -5.869 -0.409 0.015
O 4.333 4.457 -3.289 -0.040
H 4.767 3.741 -3.742 0.026
H 3.446 4.211 -3.094 0.014
O 1.584 2.312 2.361 -0.036
H 0.733 2.264 2.778 0.028
H 2.197 2.017 3.016 0.022
O -4.057 0.559 0.848 -0.048
H -5.000 0.535 0.996 0.028
H -3.715 -0.316 1.047 -0.005
O -2.035 -1.726 2.158 -0.057
H -2.283 -1.746 3.098 0.049
H -2.897 -2.069 1.878 0.032
```

Values from the calculation:
HOMO-LUMO gap in eV: 11.38
Structure (SMILES): CC.O.O.O.O.O

Arrangement Q

Molecular formula: C2H16O5
Method: DFT, ωB97M-V with the def2-TZVPD basis set

The geometry in XYZ format:
```
23
Properties=species:S:1:pos:R:3:lowdin_charge:R:1
C -0.410 1.323 0.702 -0.171
C 0.000 0.885 2.110 -0.163
H -0.939 0.542 0.144 0.052
H 0.468 1.561 0.101 0.046
H -1.018 2.222 0.696 0.061
H 0.671 0.021 2.089 0.058
H 0.500 1.739 2.586 0.067
H -0.864 0.586 2.689 0.055
O 3.706 0.302 1.303 -0.053
H 3.375 1.066 0.821 0.037
H 4.551 0.590 1.659 0.047
O -5.232 0.866 -0.025 -0.063
H -4.637 0.806 0.734 0.030
H -4.769 0.286 -0.641 0.021
O 3.425 -0.835 -1.560 -0.058
H 2.739 -0.158 -1.497 0.026
H 3.827 -0.991 -0.703 0.012
O -2.477 -0.894 -2.194 -0.068
H -1.718 -1.488 -2.265 0.001
H -2.094 -0.038 -2.421 0.033
O 0.164 -2.760 -1.807 -0.045
H -0.134 -3.379 -1.135 0.047
H 0.866 -2.252 -1.387 0.027
```

Values from the calculation:
HOMO-LUMO gap in eV: 11.43
Structure (SMILES): CC.O.O.O.O.O

Of them, arrangement P has the lowest stability.

Arrangement P

Molecular formula: C5H8FN
Method: DFT, ωB97M-V with the def2-TZVPD basis set

The geometry in XYZ format:
```
15
Properties=species:S:1:pos:R:3:lowdin_charge:R:1
C 3.282 -0.707 1.040 -0.007
C 2.555 -0.783 -0.018 -0.217
C -0.327 0.585 -0.355 -0.541
C -1.429 1.574 -0.828 -0.038
C -0.666 -0.812 -0.177 -0.102
N 0.803 1.099 -0.319 0.223
F 2.616 -1.452 -1.117 0.090
H 4.162 -1.200 1.283 0.029
H 3.209 -0.151 1.986 0.069
H -2.223 1.835 -0.017 0.119
H -2.087 1.154 -1.479 0.028
H -1.068 2.438 -1.209 0.027
H 0.261 -1.512 0.074 0.082
H -1.001 -1.316 -1.198 0.120
H -1.450 -1.126 0.659 0.117
```

Values from the calculation:
HOMO-LUMO gap (spin up / spin down) in eV: 9.08 / 9.59

Arrangement Q

Molecular formula: C5H8FN
Method: DFT, ωB97M-V with the def2-TZVPD basis set

The geometry in XYZ format:
```
15
Properties=species:S:1:pos:R:3:lowdin_charge:R:1
C -1.853 1.419 -0.139 0.018
C -1.799 0.207 0.399 -0.122
C -0.970 -0.915 -0.070 -0.274
F -1.605 -2.144 -0.025 0.011
C 0.337 -0.865 -0.418 -0.064
C 1.255 0.264 -0.302 -0.289
N 2.519 -0.180 0.386 -0.029
H -1.200 1.770 -0.964 0.079
H -2.512 2.199 0.245 0.060
H -2.495 -0.092 1.178 0.108
H 0.792 -1.894 -0.528 0.133
H 0.842 1.124 0.263 0.114
H 1.476 0.581 -1.300 0.101
H 2.349 -0.422 1.379 0.072
H 2.865 -1.055 -0.104 0.081
```

Values from the calculation:
HOMO-LUMO gap in eV: 9.87
Structure (SMILES): C=C/C(F)=C\CN

Of them, arrangement P has the lowest stability.